Arrangement i

C29H44N8O6P2Sr as an isolated structure. Source: the Open Molecules 2025 dataset; level of theory: ωB97M-V/def2-TZVPD.

* total charge: +2

Positions of all 90 atoms, in Å:
Sr -0.63604 1.39089 -0.31239
C -4.03158 0.13512 0.62044
C -2.89263 -0.85080 0.34536
O -1.72943 -0.50127 0.10063
N -3.21830 -2.12153 0.30142
C -2.25361 -3.21458 0.10354
C -2.17568 -4.08517 1.36052
C -2.83011 -5.30694 1.37018
C -2.78267 -6.10819 2.49224
C -2.08432 -5.61965 3.56140
C -1.39896 -4.38645 3.43013
N -1.43044 -3.63059 2.34984
H -3.66647 1.18236 0.56002
H -4.36104 -0.00388 1.62425
H -4.85330 -0.09235 -0.07603
H -4.13738 -2.32968 0.49911
H -1.28407 -2.69700 0.03462
H -2.41845 -3.79565 -0.81962
H -3.37666 -5.63637 0.47558
H -3.35659 -7.04955 2.53300
H -1.90970 -6.15028 4.49318
H -0.82397 -4.17724 4.29457
C 5.49242 1.59357 0.77651
N 4.27504 1.10931 0.12693
C 4.37070 -0.20234 -0.46319
P 2.83727 1.87153 0.22324
O 1.81167 0.95677 -0.40465
O 2.43002 2.12313 1.75482
P 1.49250 1.02500 2.59190
O 0.11741 0.89378 1.93148
N 2.39313 -0.30257 2.49774
C 3.74648 -0.46933 3.11548
C 1.86866 -1.46537 1.71348
N 1.29693 1.73921 4.07426
C 0.22449 1.05356 4.80501
C 2.44329 1.82329 4.92353
N 3.03133 3.41116 -0.30560
C 2.35970 4.51468 0.31390
C 3.99064 3.59331 -1.37595
H 6.00113 2.13360 -0.00814
H 6.04476 0.69935 1.11825
H 5.23222 2.22803 1.59768
H 3.44815 -0.57365 -0.91852
H 4.71093 -0.92170 0.24331
H 5.08192 -0.23701 -1.33770
H 4.21632 -1.31805 2.63388
H 3.70641 -0.64613 4.19855
H 4.36080 0.41517 2.93691
H 2.06636 -1.26882 0.68470
H 0.79411 -1.60404 1.75179
H 2.39578 -2.33865 2.04824
H -0.75830 1.45294 4.49080
H 0.33427 1.24570 5.86376
H 0.12872 -0.03390 4.63623
H 3.23674 2.36387 4.43521
H 2.72814 0.83740 5.27232
H 2.08588 2.41987 5.80385
H 3.02813 5.23797 0.70958
H 1.85868 4.08465 1.17924
H 1.67621 5.02581 -0.38107
H 4.22656 2.67180 -1.85466
H 4.93878 4.02264 -1.05291
H 3.59352 4.25888 -2.13803
O -3.93163 -4.88115 -5.12593
C -3.02704 -4.74761 -4.14588
O -2.65121 -5.67769 -3.48933
C -2.68910 -3.29771 -3.84487
C -1.50486 -2.71601 -4.29855
C -1.35200 -1.37127 -4.11940
C -2.33487 -0.61463 -3.46183
C -3.49553 -1.18414 -2.97079
C -3.69633 -2.56156 -3.21149
N -1.96204 0.72204 -3.16573
C -2.47411 1.72865 -3.74243
C -1.96886 3.06010 -3.40336
C -2.00309 4.04722 -4.37652
C -1.67468 5.33482 -3.92985
C -1.15161 5.49910 -2.65686
C -1.07050 4.42947 -1.81586
N -1.53220 3.20343 -2.16094
H -4.11120 -4.02323 -5.58363
H -0.81476 -3.35264 -4.80112
H -0.46341 -0.89913 -4.51248
H -4.32852 -0.69787 -2.41856
H -4.66553 -2.97754 -2.84942
H -3.32778 1.62751 -4.36695
H -2.41313 3.85439 -5.37285
H -1.60144 6.13491 -4.58166
H -0.81363 6.49672 -2.30047
H -0.60745 4.48818 -0.84737

Arrangement ii

C29H44N8O6P2Sr as an isolated structure. Source: the Open Molecules 2025 dataset; level of theory: ωB97M-V/def2-TZVPD.

* total charge: +2

Positions of all 90 atoms, in Å:
Sr 0.30801 0.11123 -0.83907
C 3.37555 3.22037 -0.07639
C 2.07333 3.14582 -0.78044
O 1.66641 2.05107 -1.15598
N 1.47687 4.24681 -1.16102
C 0.37072 4.34732 -2.08210
C -0.16097 5.77854 -1.96442
C 0.55608 6.82136 -2.50323
C 0.15785 8.11428 -2.24404
C -0.96210 8.32027 -1.36303
C -1.62420 7.18591 -0.90929
N -1.25748 5.91684 -1.20129
H 3.34141 3.32657 0.97164
H 3.91807 4.04208 -0.54910
H 3.91860 2.27989 -0.24507
H 1.84609 5.15306 -0.87287
H -0.47932 3.66073 -1.82242
H 0.62446 4.24461 -3.10352
H 1.42283 6.62521 -3.12335
H 0.73338 8.93269 -2.59246
H -1.31524 9.27710 -1.06269
H -2.51485 7.23763 -0.32485
C -2.18648 -3.18370 -3.57256
N -1.25400 -3.66334 -2.46638
C -1.71272 -5.04625 -2.17066
P 0.26127 -3.05969 -2.34084
O 0.29963 -1.62862 -2.61740
O 0.47711 -3.33085 -0.72511
P 1.02176 -2.96333 0.74975
O 1.03224 -1.45778 0.75035
N 0.03668 -3.61429 1.93129
C -1.44314 -3.57571 1.77799
C 0.52831 -3.51378 3.34959
N 2.51669 -3.59187 0.82681
C 3.65490 -2.78970 1.34175
C 2.64348 -5.08335 1.05771
N 1.40259 -3.81223 -3.16994
C 1.42989 -5.29771 -3.19925
C 2.62972 -3.13404 -3.65569
H -1.52077 -2.82276 -4.38571
H -2.79566 -2.35109 -3.23618
H -2.89084 -3.89201 -3.97831
H -1.02898 -5.46600 -1.45591
H -1.81259 -5.67816 -3.09604
H -2.72916 -4.87252 -1.76263
H -1.85664 -2.56951 2.03825
H -1.93937 -4.25722 2.41534
H -1.69342 -3.79726 0.72544
H -0.24758 -2.97130 3.87146
H 1.50753 -3.07832 3.43593
H 0.58905 -4.50796 3.86273
H 4.20285 -2.16617 0.63470
H 4.43638 -3.51316 1.58325
H 3.56538 -2.23138 2.27793
H 3.47115 -5.42965 0.40861
H 1.84646 -5.67320 0.64822
H 2.89330 -5.31299 2.07871
H 1.96584 -5.82370 -2.39914
H 1.77548 -5.59849 -4.20624
H 0.40681 -5.65363 -3.12925
H 3.51568 -3.37279 -3.00548
H 2.66620 -2.04895 -3.67069
H 2.80399 -3.61608 -4.62654
O 0.51721 1.81752 7.14366
C -0.12963 0.69067 6.74115
O -0.59295 -0.07305 7.53880
C -0.31005 0.44217 5.29880
C 0.59787 0.98458 4.36558
C 0.33725 0.92185 3.01944
C -0.90850 0.47501 2.56656
C -1.79815 -0.11401 3.46741
C -1.42814 -0.22260 4.81711
N -1.20488 0.85720 1.22699
C -2.21778 1.64262 1.17621
C -2.77777 2.11144 -0.08970
C -3.80794 3.06086 -0.15228
C -4.16566 3.52295 -1.42365
C -3.59944 2.95606 -2.55709
C -2.65406 1.95049 -2.37654
N -2.24736 1.53690 -1.19215
H 0.67062 2.38520 6.35450
H 1.50791 1.49818 4.63098
H 1.07576 1.29320 2.36241
H -2.78571 -0.37272 3.17662
H -2.12665 -0.69120 5.52333
H -2.62210 2.08807 2.09598
H -4.31035 3.52054 0.71870
H -4.88091 4.29912 -1.52599
H -3.85956 3.34382 -3.53968
H -2.22354 1.48628 -3.25802

arrangement ii ends up most stable, edging out the next structure by 7.6 kJ/mol.